Computed, not measured: a molecular structure, C45H28F3N4O3ReS at a distorted geometry, with wB97M-V/def2-TZVPD.

Computed properties:
total charge: +1
⟨S²⟩: 0.87
HOMO-LUMO gap (spin up / spin down): 5.6 / 5.5 eV
multiplicity: 2
HOMO (spin up / spin down): -10.4 / -10.1 eV

Geometry as XYZ:
```
85
C45H28F3N4O3ReS | the Open Molecules 2025 dataset | wB97M-V/def2-TZVPD
Re 0.08 -0.11 0.32
C 7.29 2.57 0.51
C 6.47 3.01 -0.52
C 5.19 2.52 -0.65
C 4.70 1.58 0.26
C 5.53 1.13 1.29
C 6.81 1.63 1.41
C 3.32 1.07 0.14
C 2.28 2.01 0.10
C 2.49 3.40 0.32
C 1.27 4.00 0.28
C 0.31 2.96 0.09
C -1.06 3.19 0.22
C -1.52 4.60 0.26
C -1.77 5.27 -0.94
C -2.21 6.58 -0.91
C -2.39 7.24 0.29
C -2.13 6.58 1.48
C -1.70 5.26 1.47
C -2.02 2.19 0.28
N -1.75 0.86 0.12
C -2.95 0.23 -0.02
C -3.11 -1.06 -0.52
C -4.51 -1.54 -0.62
C -5.14 -1.61 -1.85
C -6.49 -1.91 -1.92
C -7.20 -2.20 -0.76
C -6.56 -2.18 0.46
C -5.22 -1.84 0.54
C -2.07 -1.88 -0.95
C -2.29 -3.23 -1.39
C -1.07 -3.82 -1.49
C -0.09 -2.83 -1.13
N -0.72 -1.64 -0.86
C 1.26 -3.14 -0.94
C 2.20 -2.22 -0.47
C 3.62 -2.43 -0.52
C 4.20 -1.24 -0.22
C 3.14 -0.31 0.02
N 1.94 -0.94 -0.10
C 1.72 -4.50 -1.25
C 2.38 -5.26 -0.28
C 2.78 -6.55 -0.55
C 2.56 -7.10 -1.81
C 1.93 -6.35 -2.79
C 1.50 -5.06 -2.51
C -4.01 1.17 0.19
C -3.43 2.38 0.36
N 0.94 1.76 -0.05
H 8.29 2.95 0.60
H 6.84 3.74 -1.22
H 4.56 2.85 -1.46
H 5.15 0.41 2.00
H 7.44 1.29 2.22
H 3.44 3.86 0.52
H 1.04 5.04 0.41
H -1.63 4.76 -1.88
H -2.40 7.10 -1.84
H -2.73 8.26 0.31
H -2.25 7.09 2.43
H -1.49 4.75 2.40
H -4.59 -1.38 -2.75
H -6.99 -1.92 -2.88
H -8.25 -2.42 -0.82
H -7.10 -2.41 1.37
H -4.72 -1.82 1.50
H -3.24 -3.68 -1.55
H -0.85 -4.84 -1.73
H 4.08 -3.35 -0.81
H 5.25 -1.01 -0.21
H 2.52 -4.84 0.71
H 3.27 -7.13 0.21
H 2.87 -8.12 -2.02
H 1.76 -6.77 -3.77
H 1.02 -4.48 -3.28
H -5.05 0.92 0.18
H -3.91 3.33 0.50
F -1.69 0.68 4.47
C -1.63 -0.43 3.75
F -2.53 -0.32 2.76
F -1.97 -1.47 4.49
S 0.03 -0.70 2.93
O -0.35 -1.62 1.85
O 0.92 -1.21 3.90
O 0.38 0.61 2.37
```